(1)
Here is a 2-piece molecular cluster, C7H16N2O overall at a distorted geometry from the Open Molecules 2025 dataset. Energies are from the ωB97M-V functional and the def2-TZVPD basis.

Positions of all 26 atoms, in Å:
C: -1.210689 -1.886223 -0.812913
N: -0.357549 -1.090397 -0.332235
C: 0.966974 -1.687001 0.202449
C: 2.162935 -0.876374 -0.275810
C: 0.962609 -1.846332 1.715978
H: -0.980633 -2.920793 -1.082338
H: -2.219515 -1.555886 -1.013217
H: 1.056996 -2.694314 -0.238159
H: 3.097598 -1.346668 0.028615
H: 2.149730 0.107641 0.186697
H: 2.152904 -0.777305 -1.359777
H: 0.935756 -0.870007 2.194550
H: 1.872257 -2.339758 2.057588
H: 0.097427 -2.421509 2.043422
C: 0.206230 2.213775 -0.958728
C: -0.990515 1.762850 -0.190273
C: -0.912932 1.539686 1.281223
N: -2.119877 1.433506 -0.727253
O: -2.335691 1.892595 -2.043365
H: 0.821934 2.904799 -0.383944
H: -0.074356 2.711400 -1.886912
H: 0.773261 1.332055 -1.249533
H: -0.189012 2.204374 1.748985
H: -1.887636 1.687344 1.744034
H: -0.689276 0.480540 1.430074
H: -3.288929 2.042001 -2.079158

Forces on the atoms, in the same order (eV/Å):
0.7 0.0 -0.1
1.3 -0.7 1.5
-0.9 -0.5 -1.5
-0.3 0.1 0.2
-0.4 0.4 -0.2
0.0 -0.3 0.3
-0.1 0.4 -0.3
0.0 0.0 0.1
0.0 -0.2 0.0
0.0 0.2 -0.1
0.1 0.1 0.0
-0.1 0.1 0.1
0.0 -0.1 -0.1
0.0 0.0 0.1
-0.3 0.6 -0.3
-1.4 -0.4 -1.3
-0.3 -0.6 0.1
-0.1 1.4 1.3
0.8 -0.3 -0.4
0.1 -0.2 0.1
-0.1 0.0 0.0
0.2 -0.1 0.2
0.1 -0.2 0.0
0.0 0.2 -0.1
0.4 0.2 0.3
0.2 -0.3 0.2

Its charge is 0. As for the energy above the lowest of the compared OMol25 structures with the same formula, charge and spin: 357.4 kJ/mol. Its total energy is -460.967708 Eh. For the HOMO energy, the calculation gives -8.9 eV. As for the largest force on an atom: 2.12 eV/Å. As for the structure (SMILES): C=NC(C)C.CC(C)=NO.

=====

(2)
Here is one molecule with the formula CH5OP at a distorted geometry from the Open Molecules 2025 dataset. Energies are from the ωB97M-V functional and the def2-TZVPD basis.

Positions of all 8 atoms, in Å:
C: -0.622361 0.236004 -0.784353
P: 0.568915 -0.233687 0.542351
O: 0.821304 -2.019295 0.851427
H: -0.236192 0.095952 -1.736306
H: -1.553399 -0.259075 -0.585211
H: -0.746459 1.311618 -0.619782
H: 1.864309 0.533426 0.712931
H: -0.096117 0.335058 1.618943

Forces on the atoms, in the same order (eV/Å):
1.1 1.3 2.1
1.7 -6.9 2.1
-1.0 7.3 -1.6
0.5 -0.6 -1.8
-0.3 -0.4 0.0
-0.2 0.0 -0.2
-1.7 -0.8 -1.0
-0.2 0.1 0.3

Its charge is 0. As for the energy above the lowest of the compared OMol25 structures with the same formula, charge and spin: 194.2 kJ/mol. Its total energy is -457.607199 Eh. For the HOMO energy, the calculation gives -9.2 eV. As for the largest force on an atom: 7.53 eV/Å. As for the structure (SMILES): C[PH2]=O.

=====

(3)
Here is a 2-piece molecular cluster, C4H12NO2 overall at a distorted geometry from the Open Molecules 2025 dataset. Energies are from the ωB97M-V functional and the def2-TZVPD basis.

Positions of all 19 atoms, in Å:
C: -0.881938 2.556995 -1.300366
C: 0.764797 2.610746 0.640360
C: -0.252788 -4.086154 0.835241
C: -0.137036 0.597154 -0.510453
N: -0.094051 1.890352 -0.303803
O: 0.522514 -0.287667 0.171299
O: 0.652092 -2.999167 0.450860
H: -1.332792 3.504523 -0.874892
H: -0.198664 2.747995 -2.112884
H: -1.680910 1.995063 -1.675489
H: 1.066040 1.907263 1.363281
H: 1.640237 3.166824 0.254592
H: 0.139840 3.261710 1.113627
H: -1.268023 -3.575142 0.877646
H: 0.203305 -4.369828 1.833906
H: -0.252779 -4.744435 0.008546
H: -0.835244 0.400846 -1.326443
H: 1.531085 -3.329003 0.399857
H: 0.414315 -1.248076 0.155116

Forces on the atoms, in the same order (eV/Å):
0.4 3.6 0.4
0.9 -1.0 -1.2
0.3 2.7 1.4
0.2 -0.5 0.9
0.6 -2.2 -0.2
0.3 2.9 0.1
-1.3 1.2 -0.4
0.8 -1.0 -0.6
-0.1 0.7 -0.5
-1.1 -1.0 -0.2
0.7 -0.9 0.8
-0.6 -0.6 -0.5
-1.6 2.1 1.3
1.3 -1.0 0.4
-1.4 -0.6 -1.2
0.0 -1.4 -0.2
0.3 -1.1 0.3
1.1 -0.4 -0.1
-0.5 -1.5 -0.5

Its charge is +1. As for the energy above the lowest of the compared OMol25 structures with the same formula, charge and spin: 223.2 kJ/mol. Its total energy is -364.550214 Eh. For the HOMO energy, the calculation gives -14.4 eV. As for the largest force on an atom: 3.67 eV/Å.